1.
9
Properties=species:S:1:pos:R:3 method="wB97M-V/def2-TZVPD" total_charge=+1 homo_energy_ev="-12.6 / -12.6" spin_multiplicity=1 homo_lumo_gap_ev="6.979 / 6.984"
Li -2.01 0.79 -2.25
Tl 1.12 -1.14 -1.34
O 0.99 -0.88 0.83
H -1.00 0.12 1.89
C 0.12 -0.08 1.22
C -1.07 0.19 0.31
H -2.07 -0.15 0.62
F 0.64 1.20 1.69
O -0.84 0.17 -0.94

***

2.
19
Properties=species:S:1:pos:R:3 method="wB97M-V/def2-TZVPD" total_charge=+1 homo_energy_ev="-12.0 / -13.3" de_lowest_kcal_mol=134.9 spin_multiplicity=1 homo_lumo_gap_ev="7.107 / 9.370"
H 0.31 2.06 0.27
H 1.34 0.35 -1.11
H 0.62 -1.08 0.76
H 1.03 0.43 -2.95
H -2.01 -1.50 0.79
C 1.18 -0.33 -2.03
C -0.20 -0.92 -1.99
H 1.17 -0.05 2.06
C -1.74 -0.54 0.26
C -0.81 0.18 1.27
H -0.10 1.87 2.08
C -0.49 1.66 1.07
C -1.11 -0.93 -1.02
H -0.38 -1.79 -2.79
H -1.45 2.15 0.88
H 0.02 -1.26 2.41
H 2.05 -0.95 -2.38
H -2.58 -0.06 0.06
N 0.35 -0.59 1.69

***

3.
10
Properties=species:S:1:pos:R:3 method="wB97M-V/def2-TZVPD" total_charge=0 homo_energy_ev="-8.9 / -8.2" de_lowest_kcal_mol=87.6 spin_multiplicity=1 homo_lumo_gap_ev="8.725 / 6.995"
Cl -1.52 0.52 -1.57
H 2.14 2.43 0.15
C -0.80 -1.35 0.41
Cl -1.51 1.17 1.31
H -0.74 -2.13 -0.52
P 2.16 1.13 -0.19
H -1.60 -1.80 0.94
C -0.98 0.09 0.02
H 2.82 1.32 -1.52
H 0.03 -1.38 0.97

***

4.
11
Properties=species:S:1:pos:R:3 method="wB97M-V/def2-TZVPD" total_charge=0 smiles="C1=CCC=C1" homo_energy_ev=-8.6 de_lowest_kcal_mol=6.1 spin_multiplicity=1 homo_lumo_gap_ev=9.872
C -0.56 0.73 0.69
H -1.59 0.46 1.04
C -0.62 0.64 -0.79
H -0.19 1.65 1.06
C 0.51 -0.34 1.04
H 0.20 -0.70 -2.23
H 1.64 -1.77 -0.17
H -1.40 1.11 -1.44
C 0.93 -0.92 -0.07
C 0.18 -0.36 -1.21
H 0.90 -0.52 2.07

***

5.
113
Properties=species:S:1:pos:R:3 method="wB97M-V/def2-TZVPD" total_charge=-2 homo_energy_ev="-1.2 / -0.6" de_lowest_kcal_mol=30.1 spin_multiplicity=1 homo_lumo_gap_ev="4.944 / 4.351"
H 5.18 9.93 18.23
C 12.84 13.59 9.18
H 8.22 7.97 18.77
H 14.91 10.43 13.76
H 6.04 10.34 16.52
S 13.49 13.85 16.30
H 14.43 8.67 18.32
H 12.38 13.23 23.40
S 14.25 13.46 12.19
H 6.70 8.16 17.82
C 12.31 12.55 22.58
H 7.49 10.12 10.10
H 7.32 12.24 13.30
C 13.56 8.77 19.02
H 7.69 16.68 15.51
C 10.75 9.36 8.60
H 13.05 7.50 16.34
H 14.02 8.56 20.01
Pb 12.28 11.92 13.56
H 12.85 7.91 18.82
N 8.85 11.42 17.92
H 5.29 10.12 20.08
H 14.56 14.05 20.23
H 8.84 8.31 10.34
N 9.72 14.75 17.41
C 7.00 10.87 16.52
H 6.63 16.50 18.76
C 10.86 16.78 16.79
H 12.12 15.23 21.92
N 11.62 12.63 19.30
C 6.78 11.68 14.13
C 14.08 12.31 10.92
C 11.93 14.52 21.10
C 7.21 9.95 18.96
C 7.76 10.75 17.72
H 9.80 18.50 18.09
N 10.75 9.33 10.06
N 11.56 10.53 11.93
H 5.62 11.46 18.99
C 8.44 16.82 17.57
N 13.02 10.02 15.52
C 10.12 10.72 8.19
H 7.48 9.87 21.08
H 16.49 6.44 13.83
H 14.37 14.48 21.96
C 14.85 6.87 15.25
H 14.07 10.87 20.75
H 12.97 11.66 22.76
H 10.11 8.52 8.21
C 12.53 12.27 20.16
H 14.98 5.96 15.84
C 7.22 8.40 18.75
H 13.45 17.77 16.86
H 9.00 10.02 20.16
H 11.24 12.46 7.94
H 16.36 8.71 12.87
H 11.79 9.27 8.25
C 8.74 12.20 15.66
H 7.98 15.32 19.00
H 10.87 14.23 21.08
H 5.78 12.11 14.27
H 13.03 17.52 15.20
C 13.85 9.05 15.09
O 8.84 10.94 8.77
H 6.65 10.69 13.71
C 14.25 13.67 21.24
C 13.27 16.97 16.10
H 14.11 16.28 15.96
S 11.82 9.66 16.60
N 12.69 14.50 8.44
C 15.67 8.44 13.62
H 6.61 7.96 19.56
C 7.49 11.56 15.45
H 8.46 18.29 15.86
C 8.86 18.04 18.45
C 15.73 7.17 14.20
C 9.38 9.25 10.60
C 9.71 16.05 17.20
H 10.01 10.88 7.10
C 7.41 15.90 18.24
C 11.48 10.45 10.67
C 14.83 9.40 14.14
H 6.83 17.87 16.47
C 7.96 10.36 20.20
N 11.15 11.65 8.59
C 13.30 11.07 20.02
C 7.83 17.50 16.28
N 9.37 12.09 16.84
C 12.10 14.74 16.66
C 13.83 7.75 15.60
B 10.70 12.63 17.19
H 8.05 18.77 18.49
H 11.24 12.30 22.43
H 6.98 15.13 17.57
C 12.77 13.25 21.28
S 15.18 11.14 10.68
C 12.06 16.18 16.51
H 9.10 17.66 19.47
N 10.90 14.12 17.02
C 11.87 11.55 9.72
C 12.91 12.48 10.02
C 5.77 10.36 19.10
H 9.39 9.29 11.69
H 15.01 12.91 21.55
C 12.95 10.14 19.08
H 10.77 17.90 16.66
H 8.63 11.26 10.81
N 11.45 11.80 18.19
C 12.11 10.61 18.08
C 8.54 10.44 10.11
S 9.52 12.99 14.37
H 7.94 11.45 20.38
H 12.18 15.08 20.17

***

6.
20
Properties=species:S:1:pos:R:3 method="wB97M-V/def2-TZVPD" total_charge=-1 homo_energy_ev=-3.2 de_lowest_kcal_mol=3.7 spin_multiplicity=1 homo_lumo_gap_ev=7.153
H -2.11 0.34 0.08
C -0.23 1.43 -0.99
H -0.50 2.48 -0.76
C 0.68 0.93 0.19
O -2.71 -0.01 0.86
C 1.45 -1.17 -0.94
H 0.46 1.43 -1.85
H -0.22 -0.98 0.37
H 2.53 -1.01 -0.98
H 0.35 1.43 1.10
H 2.61 -0.58 1.48
H 0.94 -0.75 -1.80
O -1.36 0.68 -1.15
H 1.11 -0.86 2.51
H 1.71 1.30 0.00
C 0.80 -0.58 0.31
H -2.85 -0.94 0.64
H 1.26 -2.25 -0.98
C 1.60 -0.99 1.54
H 1.78 -2.08 1.49